Record 1
ORCA calculation (wB97M-V/def2-TZVPD) on a cluster of 2 separate species, C27H26NO2 in total in a non-equilibrium geometry.

Its gap between HOMO and LUMO is 5.67 eV. The calculation puts the relative energy (zero: lowest compared OMol25 entry of this formula, charge and spin) at 75.02 kJ/mol. As for the energy: -33998.671 eV. As for the charge: +1.

Last column: Löwdin charge in e.
Positions of all 56 atoms, in Å:
O  -5.467775  2.463336  -1.878741  -0.05
O  6.696697  2.402085  -1.868455  -0.05
N  -0.665437  -1.410401  1.607998  0.08
C  -4.278125  1.807091  -1.859348  -0.22
C  5.502881  0.346243  -1.867579  0.03
C  -5.400532  3.904681  -1.860045  -0.05
C  -0.494961  -2.175572  4.318721  -0.20
C  -1.861549  0.340515  -1.779942  -0.20
C  6.666184  3.844052  -1.856346  -0.05
C  -4.304723  0.384920  -1.837295  0.03
C  -3.036197  2.488951  -1.851837  0.00
C  4.261500  2.466985  -1.864671  0.00
C  -0.046445  -0.646323  2.499378  -0.13
C  -3.125140  -0.321130  -1.797870  0.00
C  1.836002  -0.397499  -1.789552  0.05
C  -1.773384  -4.253783  3.727642  -0.02
C  -0.642262  -0.395151  -1.739778  0.04
C  3.078489  1.757547  -1.846423  0.01
C  -2.477697  -4.592300  1.421540  -0.07
C  -1.166321  -3.019113  3.388609  -0.10
C  5.494902  1.768619  -1.869313  -0.23
C  -1.896084  -3.388500  1.049173  -0.03
C  4.314837  -0.344538  -1.850386  0.00
C  0.059108  -0.992696  3.863140  -0.03
C  3.059475  0.332340  -1.831052  -0.21
C  -1.229510  -2.578764  2.004790  -0.22
C  -2.414359  -5.024986  2.765952  -0.07
C  -0.365852  -2.522322  5.778496  -0.03
C  0.596007  0.223178  -1.851898  -0.08
C  -1.864097  1.765293  -1.809322  0.01
H  2.153327  2.330722  -1.832283  0.11
H  -4.881238  4.281130  -2.750208  0.10
H  -3.136301  -1.412300  -1.782266  0.12
H  0.596359  1.295885  -2.026689  0.08
H  4.237591  3.559416  -1.867458  0.11
H  -0.935131  2.331601  -1.791095  0.11
H  -6.434720  4.239429  -1.857662  0.10
H  -1.925688  -3.017767  0.021688  0.09
H  6.157791  4.215103  -0.957579  0.10
H  6.159419  4.229667  -2.749825  0.10
H  4.313972  -1.435460  -1.849929  0.13
H  -1.730479  -4.595497  4.765267  0.10
H  -0.684232  -1.481725  -1.654443  0.13
H  -0.823569  -1.743163  6.404756  0.10
H  6.464881  -0.163565  -1.875701  0.13
H  -5.272875  -0.113151  -1.851527  0.13
H  -2.983089  -5.203074  0.673727  0.11
H  -4.884405  4.258386  -0.958649  0.10
H  1.873508  -1.485628  -1.713270  0.14
H  0.394460  0.288612  2.144960  0.10
H  -2.994576  3.580666  -1.871139  0.11
H  -2.870639  -5.971474  3.060103  0.11
H  0.692119  -2.575683  6.072800  0.10
H  0.578816  -0.320847  4.540434  0.11
H  -0.830651  -3.474002  6.043360  0.06
H  7.709705  4.149945  -1.852961  0.10

Cartesian forces, eV/Å:
O 1.2344 -0.3499 0.0308
O -1.2163 -0.3198 -0.0030
N 0.4088 0.7332 -0.1148
C -0.2803 0.1750 0.0226
C 0.1574 0.5673 -0.0150
C -0.0461 -0.1603 -0.0196
C 0.2094 0.3443 0.0718
C -0.3066 0.2985 -0.0175
C 0.0237 -0.1670 -0.0128
C -0.1203 0.5206 -0.0405
C -0.1462 -0.1158 0.0235
C 0.1761 -0.1330 0.0046
C -0.5110 -0.8697 -0.1302
C 0.3433 0.1468 0.0663
C -0.4861 0.2415 -0.0685
C -0.3395 -0.4705 -0.3543
C 0.1568 0.1794 -0.1667
C 0.2482 -0.2508 0.0084
C 0.3532 0.7257 -0.2056
C -0.0712 0.3050 -1.0542
C 0.2759 0.1354 0.0203
C -0.1954 -0.4658 0.2179
C -0.3712 0.1506 0.0636
C -0.2152 -0.2891 -0.2673
C 0.4283 0.3142 -0.0691
C 0.1345 -0.2518 1.2874
C 0.3457 0.3729 0.6191
C 0.0771 0.0039 0.3361
C 0.2032 -0.0003 -0.0700
C -0.2475 -0.2070 -0.0191
H 0.2774 -0.1835 0.0254
H -0.1938 -0.0992 0.1390
H -0.0784 0.2934 0.0187
H -0.0045 -0.3735 0.1505
H -0.0251 -0.5211 0.0002
H -0.2675 -0.1979 0.0293
H 0.1071 -0.0112 -0.0039
H -0.0419 -0.2108 0.3031
H 0.1820 -0.1054 -0.1428
H 0.1847 -0.1019 0.1421
H 0.0687 0.2724 0.0172
H -0.1067 0.0126 -0.5041
H -0.0451 0.2077 0.0952
H 0.0705 -0.1847 -0.2160
H -0.2506 0.1129 -0.0057
H 0.2548 0.1106 0.0109
H 0.1194 0.1357 0.2144
H -0.1917 -0.1052 -0.1440
H 0.0665 0.1894 0.0700
H -0.1413 -0.2499 -0.0187
H 0.0090 -0.5340 0.0172
H 0.1264 0.2864 -0.1354
H -0.2545 -0.0058 -0.1426
H -0.0800 -0.1316 -0.0237
H 0.1171 0.2287 -0.0395
H -0.1259 0.0025 -0.0013

Record 2
ORCA calculation (wB97M-V/def2-TZVPD) on a structure of composition C27H27As3N3O8RuS7.

Its gap between HOMO and LUMO (alpha / beta) is 5.26 / 5.44 eV. As for the spin multiplicity: 6. The calculation puts the relative energy (zero: lowest compared OMol25 entry of this formula, charge and spin) at 92.12 kJ/mol. As for the energy: -310233.525 eV. As for the charge: -2.

Last column: Löwdin charge in e.
Positions of all 76 atoms, in Å:
Ru  -0.290694  -0.090608  0.224759  0.46
As  -1.066895  4.821420  -2.734073  1.29
As  -1.616511  1.931998  -0.235733  1.18
As  -0.532144  -3.480329  -4.026569  -0.16
S  -1.622289  -5.276907  -3.857944  -0.25
S  1.011622  1.240426  1.853161  0.46
S  -1.317408  -1.314936  -1.452050  0.06
S  0.024672  -2.790779  -1.868582  -0.08
S  0.210834  1.149593  4.749408  0.36
S  1.318568  -3.455585  -5.032125  -0.25
S  -1.423678  -0.115560  2.561543  0.40
O  -3.994973  4.049903  -4.596543  -0.04
O  1.117220  1.583468  -1.857695  -0.14
O  0.357863  5.436861  0.740723  0.04
O  -2.764750  2.273016  -5.005273  0.14
O  -4.778496  1.834149  -2.809082  -0.06
O  -0.918527  4.008908  1.914726  -0.14
O  0.730507  2.797938  -3.695775  0.00
O  -3.809893  0.295106  -1.516070  0.01
N  4.821442  -4.643260  2.471452  0.17
N  0.968552  -1.647940  0.855939  -0.17
N  2.995203  -5.739980  3.115619  0.18
C  -5.829466  0.893553  -3.049664  -0.03
C  0.453795  -2.764552  1.378921  -0.16
C  3.146944  -2.473926  1.358291  0.01
C  1.677703  0.623832  -2.770097  -0.07
C  4.223731  -7.667002  4.177839  -0.02
C  5.486043  -8.166763  4.433420  -0.11
C  -2.395744  3.258551  -2.875064  -0.25
C  -2.050219  5.788091  -1.318969  -0.32
C  6.641990  -7.476546  4.023958  -0.11
C  -2.606818  2.324366  -1.945304  -0.22
C  4.123622  -6.451951  3.500845  -0.22
C  2.609297  -3.617574  1.923344  -0.13
C  2.299487  -1.511461  0.847048  -0.15
C  -0.043326  0.773930  3.140645  -1.81
C  -0.452835  3.458536  -0.308260  -0.39
C  -0.309732  4.415748  0.762790  -0.59
C  -3.064855  3.130450  -4.228062  -0.54
C  3.453001  -4.683199  2.512758  -0.26
C  -4.496538  4.961787  -3.620515  -0.08
C  -3.748601  1.355075  -2.082533  -0.52
C  0.628350  2.703094  -2.482743  -0.61
C  6.562023  -6.271895  3.351732  -0.03
C  -0.577572  4.752732  3.079622  -0.07
C  -3.118182  2.316991  0.915666  -0.27
C  0.047603  3.696008  -1.611355  -0.38
C  1.237521  -3.761601  1.928397  0.02
C  5.282541  -5.778815  3.104501  -0.19
H  7.615388  -7.899047  4.238955  0.09
H  -6.649639  1.469274  -3.468113  0.09
H  7.451925  -5.742102  3.033476  0.10
H  3.329145  -8.194740  4.485977  0.11
H  -0.757579  5.815927  2.935102  0.08
H  -0.619941  -2.848401  1.344409  0.09
H  -2.779287  2.281648  1.943091  -0.01
H  -1.309237  6.340403  -0.741768  0.01
H  -2.578718  5.108892  -0.651900  0.02
H  -3.506723  3.300283  0.666025  0.03
H  -2.753147  6.485995  -1.769269  -0.01
H  0.783494  -4.648990  2.346664  0.12
H  4.212633  -2.285764  1.317017  0.11
H  -3.878128  5.852908  -3.581233  0.06
H  -5.497900  0.139280  -3.761974  0.10
H  5.591858  -9.108949  4.957181  0.09
H  2.146021  -0.137519  -2.155340  0.07
H  -4.551354  4.509132  -2.631704  0.09
H  -6.131236  0.402447  -2.128554  0.09
H  -3.863593  1.543847  0.740911  0.03
H  5.378287  -3.925341  2.045972  0.15
H  -1.204462  4.357283  3.875944  0.08
H  2.408559  1.094883  -3.419389  0.09
H  0.469618  4.598242  3.338048  0.09
H  -5.498045  5.235263  -3.943997  0.09
H  0.905166  0.164891  -3.379730  0.08
H  2.686896  -0.604085  0.417185  0.09

Cartesian forces, eV/Å:
Ru -0.2489 -0.1027 0.1760
As -0.0021 -0.1391 -0.0942
As 0.1662 0.7099 -0.5023
As -0.0138 -0.0853 -0.0873
S 0.0617 0.1351 0.0029
S -0.1949 -0.0844 -0.1221
S 0.0532 0.1592 0.3003
S 0.1732 0.0279 0.0271
S -0.0360 -0.0512 -0.3531
S -0.0991 -0.0148 0.0887
S 0.0884 -0.1533 -0.1974
O 0.0294 0.1419 0.1522
O 0.0926 -0.0511 0.0548
O -0.0367 0.1429 -0.1299
O 0.1172 0.0045 -0.1283
O -0.0762 -0.0174 -0.0640
O -0.2278 0.0895 0.0141
O -0.1126 0.2620 -0.1438
O 0.0749 -0.1468 0.0861
N 0.1995 0.0038 0.0124
N 0.5719 -0.3544 0.1533
N 0.1246 -0.2916 0.1715
C 0.0404 0.0751 -0.0739
C 0.0220 -0.0651 -0.0499
C 0.1307 0.2614 -0.1267
C -0.0823 0.0424 0.2206
C -0.0219 -0.0407 0.0263
C 0.0566 0.0733 -0.0394
C -0.0176 0.2732 -0.2731
C 0.0274 -0.0171 -0.0059
C -0.0884 -0.0468 0.0322
C -0.3079 -0.5013 0.0901
C -0.2772 -0.0608 0.0292
C 0.3999 -0.4221 0.2357
C -0.0740 -0.1535 0.0167
C -0.0060 0.0483 0.1930
C 0.0227 -0.0509 0.0117
C 0.2540 -0.3521 0.0226
C -0.1625 0.0484 0.4000
C -0.2224 0.3999 -0.2280
C 0.0335 -0.1812 -0.1014
C 0.2845 0.2344 0.1427
C -0.0262 -0.2189 0.2310
C -0.0799 0.0346 -0.0062
C -0.0682 -0.1618 -0.0227
C -0.0018 -0.0209 0.1719
C -0.1326 0.0867 -0.1439
C -0.3851 -0.0632 0.0071
C 0.1085 0.1555 -0.1229
H -0.0104 -0.0040 0.0012
H -0.0135 0.0219 -0.0300
H -0.0370 -0.0169 0.0127
H 0.0433 0.0311 -0.0162
H -0.0224 0.0750 -0.0292
H -0.1155 0.0068 0.0241
H -0.0286 0.0192 0.0711
H -0.0198 0.0066 -0.0199
H -0.0112 0.0095 0.0048
H -0.0494 0.0931 0.0057
H -0.0243 0.0308 -0.0290
H 0.0101 0.0485 -0.0127
H -0.0454 -0.0132 -0.0032
H 0.1098 0.1293 -0.0046
H 0.0327 -0.0103 0.0028
H 0.0088 0.0243 -0.0159
H 0.0241 -0.0973 0.0987
H 0.0242 -0.0503 0.0149
H 0.0005 0.0128 0.0659
H -0.0115 -0.0182 0.0120
H 0.0010 -0.0014 -0.0119
H 0.0166 -0.0183 -0.0114
H 0.0687 0.0471 -0.0356
H 0.0348 -0.0200 -0.0326
H -0.0397 -0.0063 -0.0272
H -0.1000 -0.0121 -0.0644
H 0.0228 0.1508 -0.0241

Record 3
ORCA calculation (wB97M-V/def2-TZVPD) on a structure of composition C27H27AsBiF9IN5OS in a non-equilibrium geometry.

Its gap between HOMO and LUMO is 7.98 eV. As for the energy: -148008.069 eV.

Last column: Löwdin charge in e.
Positions of all 73 atoms, in Å:
Bi  -1.095444  0.708523  1.550603  1.29
I  -0.275626  4.438464  0.815892  0.80
As  -0.790404  0.739328  -1.130518  1.18
S  -3.298263  1.762257  0.677246  0.45
F  2.330480  0.339847  5.902523  0.15
F  1.973296  2.237891  4.927508  0.15
F  -1.576536  -0.874322  5.661975  0.15
F  1.225157  1.905661  6.936450  0.16
F  -2.024658  1.521343  4.385519  0.10
F  0.446020  -1.611432  5.465359  0.14
F  -0.112644  -0.465606  7.216771  0.16
F  -1.574469  1.782818  6.500969  0.17
F  -0.609077  3.032836  5.015170  0.14
O  0.329471  0.445271  3.798767  -0.29
N  0.751911  -2.272797  -1.110788  0.18
N  2.172668  -4.149201  -0.876896  -0.18
N  1.919592  -2.668892  0.869066  0.13
N  1.618510  -0.308451  1.015030  0.06
N  2.408368  -1.594766  2.810770  0.15
C  -3.752971  3.685729  -1.191340  -0.13
C  0.052732  2.633210  1.900289  -0.90
C  1.692932  1.879313  -1.850058  -0.11
C  -3.482180  4.429500  -2.330071  -0.08
C  1.583194  -2.970051  -0.445765  -0.45
C  1.684300  -4.736048  -2.108526  -0.08
C  -3.378408  -1.127287  -3.885596  -0.08
C  -2.906203  2.645933  -0.814422  -0.73
C  2.057826  0.495803  -4.226630  -0.08
C  0.937346  0.242867  -3.448126  -0.11
C  -2.364418  4.146885  -3.103920  -0.08
C  -2.055093  -0.472711  -1.983950  -0.37
C  -1.804962  2.339391  -1.610873  -0.46
C  1.419945  1.325070  5.740376  -0.53
C  -1.036131  1.779360  5.271665  -0.53
C  0.753417  0.940944  -2.264469  -0.39
C  1.929521  -1.450922  1.546359  -0.52
C  2.996057  1.434589  -3.818496  -0.08
C  -3.579129  -2.330285  -1.814116  -0.08
C  -1.533340  3.096183  -2.744813  -0.12
C  -3.948933  -2.149788  -3.141017  -0.08
C  -2.441702  -0.282220  -3.305783  -0.11
C  0.121687  0.733388  5.088383  -0.36
C  -0.286347  -0.562294  5.887672  -0.53
C  3.573428  -4.442863  -0.588380  -0.06
C  -2.627754  -1.500414  -1.241279  -0.13
C  2.813670  2.126274  -2.627400  -0.07
H  -2.138552  4.744498  -3.978683  0.10
H  -0.143043  2.888883  2.935571  -0.07
H  1.111284  2.407018  1.803460  -0.05
H  -0.657786  2.875329  -3.340943  0.10
H  -3.672119  -0.974573  -4.917658  0.11
H  2.061458  -5.755699  -2.176104  0.09
H  3.693124  -5.488369  -0.303752  0.09
H  3.546988  2.856403  -2.303783  0.11
H  1.540558  2.428571  -0.927485  0.07
H  0.209991  -0.490706  -3.769745  0.09
H  -4.143638  5.242244  -2.608105  0.11
H  1.995429  -0.896491  3.436726  0.07
H  -2.321092  -1.659940  -0.215956  0.07
H  3.944579  -3.813167  0.215550  0.08
H  -2.034839  0.544633  -3.873627  0.10
H  2.018869  -4.186704  -2.998460  0.09
H  3.868630  1.628772  -4.430318  0.10
H  -4.686403  -2.802421  -3.591264  0.10
H  1.877181  0.409514  1.691034  0.02
H  0.696218  -2.603409  -2.066091  0.04
H  0.595396  -4.774138  -2.100633  0.09
H  2.198565  -0.041176  -5.157148  0.10
H  2.399973  -2.518119  3.214281  0.10
H  2.248528  -3.447226  1.406806  0.13
H  -4.611246  3.916813  -0.571506  0.10
H  -4.032753  -3.118497  -1.225815  0.11
H  4.197859  -4.250380  -1.467449  0.09

Cartesian forces, eV/Å:
Bi 0.5380 -0.1236 0.8621
I -0.0005 -0.1009 0.0147
As -0.6441 0.3971 -1.2785
S -0.1057 0.0535 0.0031
F -0.1195 0.2135 0.0185
F -0.0752 -0.1425 0.2012
F 0.1997 0.0336 0.0402
F 0.0452 -0.1032 -0.2100
F 0.0622 0.1201 0.1943
F -0.1337 0.1777 0.1183
F -0.0908 -0.0299 -0.2019
F 0.0444 0.0362 -0.3270
F -0.1473 -0.2107 0.1335
O 0.0177 0.0192 0.0887
N -0.1721 0.2937 0.2690
N 0.1583 -0.2248 0.1400
N -0.2386 0.4480 0.0287
N -0.0274 -0.6344 0.1395
N -0.1325 0.4852 0.8601
C 0.0191 0.0334 -0.0275
C 0.0347 0.1007 -0.1747
C -0.0213 0.0020 -0.0011
C -0.0382 -0.0134 0.0159
C -0.0688 0.0717 -0.3220
C 0.0481 0.0580 0.1011
C 0.0129 0.0477 -0.0381
C 0.0300 -0.0345 0.1640
C 0.0844 0.0221 -0.0436
C -0.0827 -0.0555 0.0218
C -0.0096 0.0324 0.0117
C 0.2415 -0.3466 0.1380
C 0.0644 0.0131 -0.0094
C 0.0707 -0.0749 -0.1862
C 0.0841 -0.0365 0.0874
C 0.1484 -0.0552 0.2757
C 0.0054 0.2512 -0.8591
C -0.0330 -0.0057 0.0183
C -0.0444 -0.0239 -0.0688
C 0.0370 -0.0713 0.0846
C 0.0265 -0.0102 0.0771
C -0.0197 0.0695 0.0577
C -0.0916 -0.0772 -0.0398
C 0.1398 -0.0773 -0.1265
C -0.0769 0.1064 -0.1069
C 0.1665 0.0445 -0.0455
C 0.0603 0.0065 -0.0345
H -0.0073 -0.0390 0.0251
H -0.0099 -0.1243 -0.1373
H -0.0394 -0.0425 0.0139
H 0.0414 -0.0151 -0.0548
H 0.0125 -0.0049 0.0516
H -0.0051 0.0067 -0.0146
H 0.0017 -0.0343 0.0005
H -0.0681 -0.0396 -0.0137
H 0.0386 0.0017 -0.0012
H -0.0084 -0.0351 0.0047
H 0.0391 -0.0344 0.0287
H 0.1135 -0.1219 0.0088
H -0.0031 -0.0406 0.0404
H 0.0025 -0.0179 -0.0156
H 0.0041 0.0046 -0.0611
H 0.0002 -0.0182 -0.0090
H -0.0247 -0.0095 0.0247
H 0.0070 0.0198 0.0085
H -0.0579 -0.0869 0.1031
H -0.0247 0.0304 -0.0885
H 0.0098 0.0108 -0.0098
H -0.0106 0.0083 0.0335
H -0.0271 0.0060 0.0123
H -0.0242 -0.1450 0.0338
H 0.0458 0.0141 -0.0332
H 0.0261 0.0237 -0.0120
H 0.0025 -0.0018 -0.0021

Which of these has the lowest energy?
C27H27As3N3O8RuS7

Look up the energy of the first one.
-33998.671 eV

Which value of energy does entry 3 give?
-148008.069 eV